ORCA calculation (ωB97M-V/def2-TZVPD) on a structure of composition C5H11O3Sm in a non-equilibrium geometry.

```
20
C5H11O3Sm | OMol25 | ωB97M-V/def2-TZVPD
C -1.213 -2.215 0.851
O -0.729 -1.007 0.220
C -1.439 0.197 0.453
C -1.353 0.631 1.900
O 0.027 0.679 2.243
C 0.417 1.756 3.079
H -0.684 -3.044 0.358
H -1.388 -2.184 1.943
H -2.490 0.074 0.161
H -0.935 0.936 -0.186
H -1.835 -0.071 2.595
H -1.859 1.600 2.012
H 0.220 2.708 2.566
H -0.126 1.674 4.031
H 1.487 1.672 3.298
Sm 1.552 -0.978 1.407
O -3.112 -2.438 -1.020
C -2.872 -2.498 0.273
H -3.076 -3.485 0.762
H -3.474 -1.786 0.894
```

Computed properties:
**HOMO-LUMO gap (alpha / beta)**: 5.374 / 5.529 eV
**Spin multiplicity**: 8
**Relative energy (zero: lowest compared OMol25 entry of this formula, charge and spin)**: 2.2 kcal per mole
**Calculated total energy**: -1080.57326 Ha
**HOMO (alpha / beta)**: -5.7 / -6.2 eV
**LUMO level (alpha / beta)**: -0.325 / -0.716 eV